[1]
Here is a molecular structure, C23H39Cl2CrN6O5P2 from the OMol25 dataset. Energies are from wB97M-V/def2-TZVPD.

Computed properties:
- charge = +1
- LUMO (alpha / beta) (eV) = -1.96 / -2.15
- 2S+1 = 5
- relative energy (zero: lowest compared OMol25 entry of this formula, charge and spin) (eV) = 0.788
- total energy (eV) = -115708.6626

Each line ends with the Mulliken charge.
Positions of all 78 atoms, in Å:
Cr -1.012 -0.589 0.026  0.8592
C 4.615 1.189 -0.601  -1.1749
N 3.431 0.399 -0.232  0.1831
C 3.578 -0.306 1.063  -1.2019
P 1.899 0.719 -0.683  -0.6239
O 1.021 -0.433 -0.304  -0.0229
O 1.449 2.053 0.099  0.6299
P 0.078 2.419 0.912  0.2738
O -0.999 1.449 0.559  -0.7879
N -0.293 3.930 0.435  0.1636
C -0.794 4.117 -0.928  -0.9137
C 0.381 5.096 1.009  -1.0064
N 0.507 2.487 2.473  0.4304
C 1.897 2.772 2.843  -0.9159
C -0.231 1.675 3.468  -1.0962
N 1.808 1.093 -2.281  0.3519
C 2.459 2.297 -2.824  -0.6982
C 0.500 0.895 -2.928  -0.6810
H 5.424 0.895 0.062  0.4672
H 4.464 2.263 -0.477  0.3513
H 4.937 0.974 -1.617  0.2902
H 4.295 -1.117 0.949  0.3795
H 2.635 -0.733 1.389  0.3404
H 3.942 0.379 1.830  0.4128
H -1.283 3.209 -1.276  0.1618
H 0.009 4.386 -1.623  0.2860
H -1.532 4.917 -0.930  0.4491
H 0.386 5.034 2.095  0.2905
H -0.179 5.985 0.724  0.4044
H 1.408 5.211 0.645  0.2525
H 2.396 3.376 2.087  0.3021
H 2.465 1.848 2.985  0.2476
H 1.903 3.326 3.781  0.4044
H -1.278 1.592 3.193  0.3021
H -0.162 2.180 4.432  0.3946
H 0.173 0.669 3.552  0.3675
H 3.491 2.380 -2.520  0.2515
H 1.926 3.207 -2.532  0.0636
H 2.444 2.225 -3.911  0.3787
H -0.113 0.183 -2.388  0.0130
H 0.654 0.504 -3.935  0.3753
H -0.043 1.840 -2.998  0.3729
Cl -1.481 -1.386 5.091  -0.2138
C -2.701 -1.087 3.896  0.5654
C -4.038 -0.960 4.303  -0.5735
C -5.036 -0.727 3.401  0.6227
Cl -6.679 -0.576 3.951  -0.2644
C -4.732 -0.601 2.030  -0.0461
C -5.679 -0.361 1.009  -0.7502
C -5.277 -0.268 -0.294  -1.0690
C -3.917 -0.398 -0.597  -0.3910
N -3.006 -0.605 0.331  0.3199
C -3.381 -0.724 1.639  0.3280
C -2.303 -0.984 2.565  -0.0455
O -1.089 -1.093 2.146  -0.6219
H -4.277 -1.052 5.355  0.4677
H -6.723 -0.256 1.275  0.4317
H -5.987 -0.090 -1.090  0.4383
H -3.567 -0.335 -1.621  0.5457
O -1.049 -2.361 -0.920  -0.4681
C -0.837 -3.297 -1.680  -0.0883
C -0.833 -4.709 -1.181  -0.6735
C 0.542 -5.324 -1.530  -0.8802
C 1.718 -4.317 -1.487  -0.1905
C 1.968 -3.540 -2.796  -0.9591
C 0.903 -2.485 -3.104  0.3592
N -0.441 -3.097 -2.973  -0.2077
H -1.655 -5.282 -1.616  0.3767
H -0.988 -4.673 -0.105  0.3914
H 0.507 -5.791 -2.518  0.3395
H 0.729 -6.130 -0.822  0.4261
H 2.627 -4.869 -1.249  0.4647
H 1.569 -3.606 -0.664  -0.0320
H 2.015 -4.254 -3.625  0.3966
H 2.942 -3.048 -2.751  0.4362
H 1.020 -2.076 -4.107  0.3461
H 0.963 -1.668 -2.391  -0.5036
H -0.481 -3.963 -3.495  0.3944


[2]
Here is 8 unconnected molecules or ions with the total composition H16O8 from the OMol25 dataset. Energies are from wB97M-V/def2-TZVPD.

Computed properties:
- charge = 0
- LUMO (eV) = -0.24
- SMILES = O.O.O.O.O.O.O.O
- relative energy (zero: lowest compared OMol25 entry of this formula, charge and spin) (eV) = 2.785
- total energy (eV) = -16639.2260

Each line ends with the Mulliken charge.
Positions of all 24 atoms, in Å:
O 1.253 1.845 1.430  -0.6879
H 1.706 1.951 0.580  0.3369
H 1.826 1.212 1.933  0.2866
O -0.359 -0.090 2.336  -0.6608
H -0.016 0.680 1.866  0.5051
H -0.523 -0.537 1.491  0.1567
O -0.658 2.099 -1.282  -0.6904
H -1.362 1.567 -1.732  0.1822
H -1.080 2.463 -0.511  0.3635
O -2.391 0.090 -0.178  -0.4806
H -3.067 -0.631 -0.189  0.2882
H -2.797 0.685 -0.840  0.2842
O 2.736 -1.132 1.059  -0.5937
H 2.302 -0.684 0.346  0.4155
H 3.157 -0.451 1.546  0.2394
O -0.792 -0.730 -2.503  -0.6006
H -1.319 -0.047 -2.957  0.2838
H -0.091 -0.304 -2.071  0.3574
O -0.256 -2.476 0.637  -0.6561
H 0.615 -2.859 0.580  0.2951
H -0.676 -2.636 -0.201  0.3054
O 0.966 -0.045 -0.573  -0.8100
H 0.402 0.728 -0.639  0.5154
H 0.424 -0.697 -0.128  0.3647


[3]
Here is a single C3H4N2O molecule from the OMol25 dataset. Energies are from wB97M-V/def2-TZVPD.

Computed properties:
- charge = 0
- LUMO (eV) = 0.15
- SMILES = [H]/N=C/C=C=NO
- relative energy (zero: lowest compared OMol25 entry of this formula, charge and spin) (eV) = 4.130
- total energy (eV) = -8199.7552

Each line ends with the Mulliken charge.
Positions of all 10 atoms, in Å:
H -2.344 -1.226 1.154  0.2444
N -1.457 -1.001 0.703  -0.5746
C -1.495 0.180 0.231  0.0274
C -0.355 0.755 -0.505  -0.6431
C 0.771 0.103 -0.674  0.7172
N 1.821 -0.510 -0.874  -0.4418
O 2.829 -0.063 0.028  -0.3255
H -2.366 0.845 0.300  0.3373
H -0.416 1.747 -0.943  0.3209
H 3.013 -0.830 0.579  0.3377


[4]
Here is 13 unconnected molecules or ions with the total composition C40H74Cl24FNO6S from the OMol25 dataset. Energies are from wB97M-V/def2-TZVPD.

Computed properties:
- charge = 0
- LUMO (eV) = 0.50
- total energy (eV) = -370546.5505

Each line ends with the Mulliken charge.
Positions of all 147 atoms, in Å:
C 0.905 3.377 -5.232  -1.4765
C 0.264 2.279 -4.865  -0.3855
C 0.346 1.718 -3.380  1.0020
C 1.772 1.174 -3.399  -0.8070
C 2.416 0.758 -2.051  -1.1236
C 2.273 1.771 -0.910  0.5728
C 3.624 1.990 -0.168  -1.1965
C 3.682 1.253 1.178  0.2381
C 2.885 1.975 2.263  -1.1128
O -0.005 2.896 -2.616  -0.5367
S -1.558 3.229 -3.008  1.4907
O -2.278 3.471 -1.808  -0.7204
O -1.721 4.312 -3.918  -0.7708
O -1.931 1.810 -3.716  0.1872
C -0.898 0.829 -3.325  0.3137
C -0.881 -0.342 -4.314  -2.0578
C -0.284 -1.598 -3.677  0.3391
F 0.186 -2.421 -4.680  -0.4183
N -1.430 0.242 -2.065  1.3406
C -0.733 0.414 -0.800  0.4712
C -0.974 1.552 0.156  -1.3547
O 0.032 -0.474 -0.472  -0.5652
C -2.873 0.194 -1.942  0.7259
C -3.564 -1.015 -2.550  -1.3130
O -3.533 1.014 -1.352  -0.5630
H 1.697 3.817 -4.637  0.2640
H 0.686 3.867 -6.169  0.3853
H -0.288 1.759 -5.634  0.4219
H 1.783 0.308 -4.056  0.3177
H 2.453 1.875 -3.863  0.3375
H 2.091 -0.252 -1.804  0.2387
H 3.485 0.665 -2.241  0.8905
H 1.958 2.759 -1.239  0.1256
H 1.601 1.418 -0.134  -0.5522
H 3.690 3.057 0.069  0.4686
H 4.485 1.769 -0.798  0.3717
H 4.722 1.151 1.479  -0.2618
H 3.238 0.263 1.040  0.2925
H 3.360 2.923 2.519  0.3086
H 1.868 2.188 1.933  0.3420
H 2.835 1.338 3.145  0.3042
H -0.269 -0.144 -5.192  0.4958
H -1.886 -0.539 -4.683  0.7058
H 0.575 -1.286 -3.081  -0.1381
H -0.970 -2.103 -3.008  0.2066
H -2.013 1.622 0.471  0.4085
H -0.678 2.524 -0.225  0.2359
H -0.390 1.361 1.053  0.5511
H -3.755 -0.879 -3.609  0.2236
H -4.510 -1.109 -2.032  0.4637
H -3.000 -1.917 -2.323  0.2636
Cl -5.096 1.219 -5.373  -0.1211
C -4.578 2.926 -5.450  0.0778
C -4.537 3.443 -6.863  -0.4991
Cl -3.229 2.689 -7.814  -0.1889
H -3.607 3.005 -4.972  -0.4012
H -5.295 3.501 -4.866  0.4127
H -4.345 4.515 -6.853  0.3249
H -5.475 3.265 -7.382  0.3632
Cl 4.293 1.053 -5.710  -0.1201
C 5.171 -0.498 -5.708  -0.1692
C 4.249 -1.683 -5.562  -0.5478
Cl 3.503 -1.767 -3.944  -0.1220
H 5.905 -0.464 -4.907  0.3706
H 5.700 -0.560 -6.657  -0.0127
H 4.814 -2.604 -5.699  0.4056
H 3.448 -1.660 -6.297  0.2856
Cl -6.353 -1.935 -3.730  -0.0175
C -6.601 -3.336 -4.806  -0.7434
C -6.218 -4.629 -4.138  -0.2216
Cl -4.456 -4.749 -3.876  -0.2032
H -6.028 -3.167 -5.714  0.3416
H -7.658 -3.356 -5.066  0.3290
H -6.501 -5.469 -4.771  0.2013
H -6.709 -4.743 -3.175  0.2972
Cl -8.987 -1.772 -1.493  -0.1603
C -8.272 -0.139 -1.560  -0.2776
C -9.289 0.935 -1.278  -0.4802
Cl -10.495 1.079 -2.585  -0.2020
H -7.818 -0.012 -2.538  0.1374
H -7.485 -0.106 -0.808  0.3113
H -8.790 1.899 -1.199  0.3301
H -9.823 0.747 -0.350  0.3395
Cl -14.347 -5.115 -3.331  -0.1911
C -13.202 -4.024 -2.507  -0.4498
C -12.023 -3.674 -3.376  -0.1682
Cl -10.951 -5.073 -3.654  -0.1824
H -12.887 -4.503 -1.584  0.3238
H -13.752 -3.118 -2.256  0.3055
H -11.422 -2.907 -2.888  0.0567
H -12.339 -3.296 -4.345  0.3123
Cl 8.145 1.388 0.592  -0.1708
C 8.808 0.922 2.181  -0.4429
C 7.862 0.040 2.953  -0.5019
Cl 6.407 0.919 3.479  -0.1686
H 9.039 1.832 2.729  0.3010
H 9.738 0.387 1.993  0.3168
H 8.352 -0.328 3.854  0.3106
H 7.542 -0.815 2.363  0.3366
Cl 4.324 0.320 7.177  -0.1975
C 5.363 1.554 7.937  -0.1367
C 6.563 1.887 7.090  -0.3139
Cl 7.724 0.534 7.003  -0.2273
H 5.646 1.186 8.922  -0.0100
H 4.750 2.444 8.072  0.3332
H 7.095 2.732 7.525  0.3435
H 6.279 2.147 6.073  0.1898
Cl 4.075 0.872 -9.171  -0.1318
C 5.396 0.909 -10.368  -0.4530
C 6.509 -0.048 -10.031  -0.4900
Cl 7.419 0.459 -8.583  -0.1856
H 5.758 1.932 -10.434  0.3162
H 4.959 0.636 -11.327  0.3046
H 7.221 -0.086 -10.853  0.3402
H 6.131 -1.053 -9.856  0.3239
Cl 4.728 0.890 10.972  -0.2035
C 3.078 0.970 11.648  -0.2970
C 2.048 1.167 10.566  -0.4708
Cl 2.163 2.786 9.822  -0.2093
H 3.052 1.774 12.379  0.2702
H 2.900 0.032 12.165  0.2595
H 1.052 1.084 10.991  0.2598
H 2.152 0.427 9.776  0.3746
Cl 0.355 -0.509 13.123  -0.1850
C 0.089 0.414 14.625  -0.4413
C -0.729 1.655 14.380  -0.4757
Cl 0.167 2.862 13.421  -0.1628
H 1.061 0.655 15.048  0.3024
H -0.433 -0.244 15.317  0.3413
H -0.980 2.123 15.330  0.3292
H -1.652 1.426 13.854  0.3106
Cl -4.713 -7.754 -7.610  -0.1867
C -3.986 -8.387 -6.111  -0.3730
C -4.922 -9.309 -5.371  -0.4488
Cl -6.314 -8.432 -4.688  -0.1608
H -3.695 -7.539 -5.495  0.2369
H -3.087 -8.931 -6.398  0.3260
H -4.398 -9.772 -4.537  0.2821
H -5.304 -10.096 -6.016  0.3335
Cl 7.373 3.284 11.629  -0.1392
C 7.992 2.783 13.221  -0.4871
C 7.017 1.886 13.942  -0.3780
Cl 5.545 2.756 14.446  -0.1868
H 8.214 3.679 13.794  0.3388
H 8.924 2.246 13.048  0.2783
H 7.480 1.494 14.846  0.3435
H 6.713 1.049 13.318  0.2352


[5]
Here is a single C18H11N7O molecule from the OMol25 dataset. Energies are from wB97M-V/def2-TZVPD.

Computed properties:
- charge = 0
- LUMO (eV) = -0.49
- SMILES = N#Cc1cc(Oc2cccnc2)cc(-n2nnc(-c3ccccn3)n2)c1
- relative energy (zero: lowest compared OMol25 entry of this formula, charge and spin) (eV) = 1.709
- total energy (eV) = -31318.5874

Each line ends with the Mulliken charge.
Positions of all 37 atoms, in Å:
N 6.083 0.733 2.869  -0.4868
C 5.029 0.394 2.443  -0.1992
C 3.777 -0.059 1.906  0.5399
C 2.942 -0.660 2.839  -0.8079
C 1.636 -1.044 2.446  0.3679
O 0.791 -1.634 3.392  -0.4601
C -0.499 -1.160 3.381  0.1718
C -0.841 0.211 3.527  -0.1987
C -2.142 0.588 3.384  -0.4761
C -3.098 -0.452 3.037  -0.2324
N -2.764 -1.748 2.867  -0.5956
C -1.484 -2.100 3.136  -0.0992
C 1.296 -0.996 1.025  -0.0343
C 2.193 -0.406 0.106  0.0257
N 1.832 -0.106 -1.221  0.9448
N 1.967 1.301 -1.504  -0.4644
N 1.099 1.684 -2.373  -0.3295
C 0.367 0.539 -2.533  0.0859
C -0.906 0.545 -3.398  0.6694
C -1.142 1.693 -4.153  -0.3596
C -2.236 1.699 -5.039  -0.3903
C -3.074 0.622 -5.029  -0.3879
C -2.805 -0.444 -4.207  -0.0004
N -1.737 -0.568 -3.461  -0.4742
N 0.716 -0.466 -1.827  -0.8905
C 3.423 -0.069 0.568  -0.3910
H 3.280 -0.680 3.816  0.5617
H -0.016 0.818 3.828  0.4641
H -2.464 1.623 3.455  0.3741
H -4.126 -0.152 2.887  0.3650
H -1.099 -3.081 2.942  0.4230
H 0.426 -1.559 0.604  0.4940
H -0.520 2.637 -4.146  0.3268
H -2.527 2.517 -5.654  0.4138
H -4.039 0.712 -5.529  0.3340
H -3.550 -1.288 -4.313  0.3006
H 4.210 0.356 -0.071  0.4158


[6]
Here is a gas-phase ion, C7H14N (charge +1) from the OMol25 dataset. Energies are from wB97M-V/def2-TZVPD.

Computed properties:
- charge = +1
- LUMO (eV) = -3.14
- SMILES = C[C@H]1[NH2+][C@@H]1C1(C)CC1
- relative energy (zero: lowest compared OMol25 entry of this formula, charge and spin) (eV) = 2.902
- total energy (eV) = -8966.1758

Each line ends with the Mulliken charge.
Positions of all 22 atoms, in Å:
C 2.074 -2.020 -0.628  -1.4983
C 0.789 -1.318 -0.632  0.0085
N -0.026 -1.418 0.642  -0.0819
C 0.382 -0.046 0.578  -0.5890
C -0.611 1.067 0.237  1.1014
C -0.973 1.877 1.475  -1.4426
C -0.551 1.652 -1.208  -0.7629
C -1.654 0.668 -0.849  -0.6160
H 2.611 -1.876 0.303  0.3670
H 2.596 -1.740 -1.544  0.3525
H 1.961 -3.092 -0.578  0.3977
H 0.310 -1.038 -1.547  0.4205
H 0.439 -2.068 1.311  0.3788
H -0.982 -1.610 0.708  0.2955
H 1.260 0.235 1.110  0.5133
H -2.041 1.741 1.856  0.3100
H -0.909 2.929 1.338  0.3953
H -0.204 1.688 2.224  0.4089
H 0.245 1.246 -1.901  0.2062
H -0.977 2.604 -1.238  0.3639
H -2.713 0.830 -0.872  0.3781
H -1.355 -0.343 -1.349  0.0932


Please write out number 6 again, unchanged.
Here is a gas-phase ion, C7H14N (charge +1) from the OMol25 dataset. Energies are from wB97M-V/def2-TZVPD.

Computed properties:
- charge = +1
- LUMO (eV) = -3.14
- SMILES = C[C@H]1[NH2+][C@@H]1C1(C)CC1
- relative energy (zero: lowest compared OMol25 entry of this formula, charge and spin) (eV) = 2.902
- total energy (eV) = -8966.1758

Each line ends with the Mulliken charge.
Positions of all 22 atoms, in Å:
C 2.074 -2.020 -0.628  -1.4983
C 0.789 -1.318 -0.632  0.0085
N -0.026 -1.418 0.642  -0.0819
C 0.382 -0.046 0.578  -0.5890
C -0.611 1.067 0.237  1.1014
C -0.973 1.877 1.475  -1.4426
C -0.551 1.652 -1.208  -0.7629
C -1.654 0.668 -0.849  -0.6160
H 2.611 -1.876 0.303  0.3670
H 2.596 -1.740 -1.544  0.3525
H 1.961 -3.092 -0.578  0.3977
H 0.310 -1.038 -1.547  0.4205
H 0.439 -2.068 1.311  0.3788
H -0.982 -1.610 0.708  0.2955
H 1.260 0.235 1.110  0.5133
H -2.041 1.741 1.856  0.3100
H -0.909 2.929 1.338  0.3953
H -0.204 1.688 2.224  0.4089
H 0.245 1.246 -1.901  0.2062
H -0.977 2.604 -1.238  0.3639
H -2.713 0.830 -0.872  0.3781
H -1.355 -0.343 -1.349  0.0932


Look up the total energy of the fourth one. -370546.5505 eV